# 1
The following is a quantum chemistry calculation of a 11-piece molecular cluster, C46H92ClN11O17S overall, from the OMol25 dataset.

Positions of all 168 atoms, in Å:
C1 1.122 -5.041 -2.128
S1 1.635 -4.575 -3.779
O1 3.074 -4.522 -3.861
O2 1.152 -5.477 -4.801
C2 0.994 -2.820 -4.016
Cl1 2.077 -2.076 -5.203
C3 -0.469 -2.903 -4.443
C4 -1.018 -1.637 -5.150
C5 -2.012 -0.825 -4.248
N1 -3.384 -0.873 -4.761
C6 -4.026 -2.142 -4.429
C7 -4.734 -2.119 -3.054
C8 -4.304 -1.380 -1.978
C9 -4.990 -1.357 -0.781
C10 -6.134 -2.108 -0.699
C11 -6.580 -2.890 -1.735
C12 -5.871 -2.890 -2.909
O3 -6.322 -3.674 -3.969
O4 0.997 -2.233 -2.722
C13 1.902 -1.173 -2.492
O5 3.040 -1.328 -2.186
C14 1.250 0.210 -2.611
C15 -0.018 0.175 -1.712
O6 0.148 -0.649 -0.551
C16 -0.793 -1.609 -0.464
O7 -0.771 -2.455 0.389
H1 1.356 -6.079 -1.912
H2 0.065 -4.790 -2.034
H3 1.657 -4.365 -1.452
H4 -1.042 -3.068 -3.518
H5 -0.696 -3.769 -5.071
H6 -1.594 -1.965 -6.022
H7 -0.258 -0.926 -5.479
H8 -1.698 0.218 -4.246
H9 -1.888 -1.217 -3.221
H10 -3.937 -0.086 -4.419
H11 -3.335 -2.991 -4.490
H12 -4.840 -2.279 -5.150
H13 -3.401 -0.779 -2.033
H14 -4.639 -0.750 0.047
H15 -6.725 -2.095 0.215
H16 -7.476 -3.490 -1.620
H17 -5.925 -4.540 -3.812
H18 1.924 0.957 -2.205
H19 0.981 0.421 -3.648
H20 -0.877 -0.119 -2.322
H21 -0.211 1.201 -1.370
H22 -1.601 -1.662 -1.219
C17 0.994 -9.009 1.651
N2 0.599 -8.183 0.529
C18 -0.183 -7.082 0.517
C19 -0.758 -6.584 1.821
O8 -0.392 -6.527 -0.555
H23 2.083 -9.007 1.719
H24 0.653 -10.030 1.468
H25 0.576 -8.653 2.587
H26 0.932 -8.417 -0.400
H27 -1.354 -5.696 1.628
H28 -1.400 -7.345 2.267
H29 0.044 -6.321 2.513
C20 1.265 5.231 -0.945
N3 1.401 4.030 -1.758
C21 2.002 3.908 -2.968
C22 2.618 5.149 -3.563
O9 2.041 2.828 -3.546
H30 1.751 5.057 0.019
H31 0.204 5.418 -0.779
H32 1.714 6.094 -1.423
H33 1.015 3.169 -1.408
H34 3.058 4.898 -4.524
H35 1.855 5.913 -3.718
H36 3.402 5.534 -2.910
C23 -4.514 3.512 -0.931
N4 -4.272 2.523 -1.965
C24 -3.319 2.537 -2.926
C25 -2.372 3.708 -2.961
O10 -3.241 1.615 -3.733
H37 -4.422 3.033 0.046
H38 -5.530 3.897 -1.039
H39 -3.809 4.336 -0.993
H40 -4.871 1.710 -2.000
H41 -1.672 3.573 -3.781
H42 -2.921 4.636 -3.123
H43 -1.807 3.774 -2.030
C26 -2.097 -1.804 4.265
N5 -2.590 -1.387 2.966
C27 -3.738 -0.731 2.673
C28 -4.655 -0.367 3.816
O11 -4.011 -0.448 1.513
H44 -1.126 -1.338 4.442
H45 -1.968 -2.888 4.263
H46 -2.779 -1.526 5.062
H47 -2.031 -1.598 2.152
H48 -5.525 0.151 3.421
H49 -4.991 -1.267 4.334
H50 -4.145 0.295 4.515
C29 -2.758 6.916 2.432
N6 -2.194 6.244 1.271
C30 -2.624 6.287 -0.012
C31 -3.838 7.129 -0.314
O12 -2.035 5.663 -0.888
H51 -1.992 7.568 2.857
H52 -3.036 6.168 3.175
H53 -3.629 7.506 2.172
H54 -1.378 5.667 1.401
H55 -4.057 7.066 -1.377
H56 -4.702 6.762 0.241
H57 -3.649 8.173 -0.060
C32 6.568 -8.846 1.650
N7 5.643 -8.475 2.705
C33 5.255 -9.209 3.783
C34 5.837 -10.592 3.941
O13 4.460 -8.744 4.584
H58 7.393 -8.132 1.632
H59 6.049 -8.804 0.691
H60 6.964 -9.845 1.798
H61 5.215 -7.563 2.665
H62 5.431 -11.044 4.842
H63 5.569 -11.217 3.088
H64 6.922 -10.540 4.037
C35 -2.890 2.985 7.411
N8 -3.249 3.686 6.191
C36 -4.093 4.742 6.047
C37 -4.760 5.278 7.290
O14 -4.293 5.230 4.945
H65 -1.810 3.051 7.555
H66 -3.166 1.933 7.313
H67 -3.392 3.405 8.276
H68 -2.838 3.379 5.322
H69 -5.398 6.113 7.016
H70 -5.378 4.506 7.752
H71 -4.012 5.630 8.001
C38 3.248 7.240 3.464
N9 2.676 7.385 2.137
C39 1.564 8.073 1.770
C40 0.798 8.793 2.852
O15 1.213 8.098 0.599
H72 4.264 7.634 3.449
H73 3.281 6.177 3.717
H74 2.670 7.770 4.213
H75 3.139 6.931 1.365
H76 -0.058 9.293 2.405
H77 0.436 8.083 3.598
H78 1.430 9.544 3.328
C41 7.831 9.893 0.197
N10 6.801 10.252 1.154
C42 6.370 9.547 2.231
C43 7.023 8.211 2.500
O16 5.484 9.994 2.945
H79 8.610 10.657 0.209
H80 7.391 9.857 -0.801
H81 8.273 8.929 0.426
H82 6.323 11.132 1.034
H83 6.578 7.771 3.387
H84 6.865 7.535 1.659
H85 8.091 8.340 2.677
C44 3.586 -8.867 -5.168
N11 2.686 -8.607 -4.061
C45 2.371 -9.421 -3.029
C46 3.013 -10.785 -2.980
O17 1.583 -9.040 -2.169
H86 4.377 -8.116 -5.165
H87 3.030 -8.786 -6.103
H88 4.031 -9.855 -5.101
H89 2.218 -7.711 -4.030
H90 2.660 -11.311 -2.097
H91 2.740 -11.365 -3.862
H92 4.098 -10.692 -2.917

Results
- HOMO energy (eV) = -7.7
- multiplicity = 1
- orbital gap (Ha) = 0.2819
- energy relative to the best compared isomer or geometry (same formula, charge and spin) (kcal per mole) = 0.0
- total charge = 0
- molecular weight (g mol⁻¹) = 1138.822
- energy (eV) = -123752.551
- SMILES = CS(=O)(=O)[C@@](Cl)(CCCNCc1ccccc1O)OC(=O)CCOC=O.CNC(C)=O.CNC(C)=O.CNC(C)=O.CNC(C)=O.CNC(C)=O.CNC(C)=O.CNC(C)=O.CNC(C)=O.CNC(C)=O.CNC(C)=O

# 2
The following is a quantum chemistry calculation of C46H95Ag2CoN5O8 as an isolated structure, from the OMol25 dataset.

Positions of all 157 atoms, in Å:
Co1 -1.577 1.017 2.396
Ag1 -2.514 -2.276 1.153
Ag2 -3.304 0.655 -1.002
C1 -0.752 -0.150 0.203
O1 -1.493 -0.848 -0.511
O2 -0.459 -0.508 1.354
O3 -0.972 1.035 0.339
C2 -3.827 -1.742 -3.234
C3 -3.604 -0.536 -4.139
C4 -5.000 0.128 -4.363
C5 -4.964 1.629 -4.937
C6 -3.971 2.577 -4.214
C7 -2.610 1.953 -3.858
N1 -2.672 0.503 -3.457
O4 -1.436 -0.003 -3.170
C8 -1.638 2.124 -5.057
C9 -2.105 2.789 -2.620
C10 -3.095 -1.023 -5.507
H1 -4.332 -2.515 -3.814
H2 -4.438 -1.603 -2.341
H3 -2.877 -2.248 -3.060
H4 -5.561 -0.516 -5.040
H5 -5.649 0.111 -3.487
H6 -5.940 2.077 -4.745
H7 -4.749 1.612 -6.005
H8 -4.339 2.989 -3.275
H9 -3.794 3.449 -4.843
H10 -1.881 1.335 -5.769
H11 -1.579 3.106 -5.526
H12 -0.616 2.049 -4.687
H13 -1.903 3.831 -2.870
H14 -2.730 2.926 -1.738
H15 -1.178 2.393 -2.204
H16 -2.009 -1.095 -5.565
H17 -3.332 -0.339 -6.322
H18 -3.577 -1.952 -5.810
H19 -1.354 -0.231 -2.241
C11 -5.180 -4.075 0.803
C12 -4.225 -4.992 0.002
C13 -4.460 -4.653 -1.493
C14 -3.392 -5.232 -2.453
C15 -1.967 -4.921 -1.979
C16 -1.687 -5.252 -0.474
N2 -2.809 -4.746 0.385
O5 -2.630 -4.908 1.731
C17 -1.453 -6.769 -0.434
C18 -0.359 -4.518 -0.139
C19 -4.691 -6.430 0.286
H20 -5.025 -4.095 1.882
H21 -6.223 -4.360 0.665
H22 -5.106 -3.023 0.527
H23 -5.378 -5.110 -1.862
H24 -4.561 -3.571 -1.571
H25 -3.388 -4.812 -3.459
H26 -3.545 -6.299 -2.617
H27 -1.845 -3.842 -2.077
H28 -1.320 -5.506 -2.632
H29 -0.398 -7.032 -0.518
H30 -1.637 -7.210 0.546
H31 -1.952 -7.285 -1.254
H32 0.510 -4.964 -0.624
H33 -0.363 -3.492 -0.509
H34 -0.010 -4.483 0.893
H35 -4.013 -7.195 -0.092
H36 -5.722 -6.514 -0.056
H37 -4.710 -6.735 1.332
H38 -2.796 -5.850 1.807
C20 2.582 2.751 3.385
C21 1.403 2.063 4.033
C22 1.677 1.958 5.593
C23 1.382 3.239 6.303
C24 -0.124 3.590 6.081
C25 -0.394 3.837 4.522
N3 0.099 2.662 3.768
O6 -0.207 2.769 2.461
C26 -1.891 4.125 4.247
C27 0.310 5.149 4.102
C28 1.274 0.681 3.452
H39 2.186 3.438 2.638
H40 3.282 2.130 2.826
H41 3.093 3.357 4.133
H42 1.258 1.125 6.159
H43 2.705 1.625 5.733
H44 2.088 4.033 6.058
H45 1.517 3.144 7.381
H46 -0.232 4.569 6.546
H47 -0.696 2.817 6.595
H48 -2.256 3.193 4.677
H49 -2.352 5.060 4.567
H50 -2.199 4.003 3.208
H51 -0.033 5.915 4.798
H52 1.387 4.991 4.170
H53 0.157 5.457 3.068
H54 1.941 -0.069 3.878
H55 1.415 0.799 2.378
H56 0.334 0.185 3.695
H57 0.478 3.337 2.101
C29 2.179 5.638 -0.927
C30 1.009 4.904 -1.622
C31 0.896 5.405 -3.151
C32 2.040 4.990 -4.047
C33 2.233 3.478 -3.967
C34 2.281 2.867 -2.557
N4 1.275 3.436 -1.611
O7 1.304 2.953 -0.399
C35 1.928 1.369 -2.660
C36 3.758 2.938 -2.028
C37 -0.271 5.257 -0.858
H58 2.520 5.045 -0.078
H59 1.936 6.632 -0.551
H60 3.075 5.696 -1.545
H61 -0.101 5.250 -3.562
H62 1.008 6.490 -3.163
H63 2.969 5.412 -3.665
H64 1.875 5.432 -5.030
H65 3.114 3.189 -4.541
H66 1.362 3.203 -4.562
H67 2.603 0.744 -3.245
H68 1.872 0.813 -1.724
H69 0.895 1.299 -3.000
H70 4.405 2.246 -2.567
H71 4.287 3.891 -2.059
H72 3.744 2.574 -1.001
H73 -1.091 4.574 -1.080
H74 -0.689 6.234 -1.104
H75 -0.122 5.170 0.219
H76 0.480 2.461 -0.421
C38 3.482 -0.948 0.166
C39 4.239 -1.999 1.034
C40 5.449 -1.236 1.670
C41 6.091 -2.090 2.847
C42 4.968 -2.384 3.880
C43 3.743 -3.119 3.343
N5 3.305 -2.508 2.081
O8 2.019 -2.864 1.677
C44 4.049 -4.625 3.210
C45 2.686 -2.916 4.445
C46 4.730 -3.194 0.136
H77 2.588 -1.330 -0.328
H78 4.152 -0.454 -0.538
H79 3.068 -0.110 0.726
H80 6.139 -0.983 0.865
H81 5.024 -0.293 2.013
H82 6.974 -1.568 3.216
H83 6.516 -3.002 2.426
H84 4.767 -1.413 4.333
H85 5.420 -3.079 4.588
H86 5.102 -4.784 2.977
H87 4.047 -5.218 4.124
H88 3.337 -5.029 2.490
H89 2.416 -1.882 4.660
H90 1.741 -3.374 4.154
H91 3.085 -3.389 5.343
H92 3.993 -3.988 0.256
H93 5.688 -3.591 0.473
H94 4.835 -2.912 -0.911
H95 1.552 -2.068 1.939

Results
- HOMO energy (spin up / spin down) (eV) = -11.5 / -11.5
- multiplicity = 4
- orbital gap (spin up / spin down) (Ha) = 0.1165 / 0.1148
- total charge = +2
- molecular weight (g mol⁻¹) = 1120.962
- energy (eV) = -118672.367

Q: total charge of number 2 (C46H95Ag2CoN5O8)?
A: +2

Q: Among the records above, which one has the highest multiplicity?
A: C46H95Ag2CoN5O8